Record 1
DFT (ωB97M-V/def2-TZVPD) results for C17H38BFN2NbO7S as an isolated structure in a non-equilibrium geometry.

Highest occupied orbital energy (eV): -4.8
Energy (eV): -51333.030

The geometry in ORCA input format:
```
! wB97M-V def2-TZVPD RIJCOSX def2/J DEFGRID3
* xyz -1 1
C -2.435 -2.267 4.476
C -3.380 -1.749 3.926
C -4.680 -1.350 3.321
Nb -4.631 -1.628 1.021
C -3.811 -3.732 1.227
C -2.580 -0.676 0.881
C -1.502 -1.764 0.651
C -0.087 -1.161 0.293
C 0.936 -2.335 0.479
C 1.993 -2.406 -0.648
O 2.670 -3.661 -0.597
C 1.994 -4.658 -1.335
B -4.696 -1.789 -1.331
O -3.505 -1.678 -2.118
O -5.889 -1.974 -2.028
C -5.752 -2.867 -3.141
S -6.992 -2.744 1.058
O -8.026 -1.908 0.482
O -6.868 -3.938 0.227
F -7.420 -3.299 2.571
H -1.795 -2.820 5.136
H -4.824 -0.276 3.538
H -5.486 -1.937 3.794
H -5.453 0.022 0.951
H -3.043 -3.830 2.013
H -3.380 -4.010 0.239
H -4.616 -4.463 1.424
H -2.559 0.070 0.060
H -2.381 -0.096 1.805
H -1.335 -2.362 1.563
H -1.762 -2.403 -0.208
H 0.162 -0.289 0.911
H -0.157 -0.910 -0.782
H 1.426 -2.277 1.464
H 0.363 -3.282 0.468
H 2.752 -1.632 -0.426
H 1.579 -2.169 -1.645
H 2.172 -4.521 -2.421
H 0.916 -4.721 -1.105
H 2.444 -5.632 -1.071
H -3.152 -2.578 -2.188
H -5.524 -2.330 -4.080
H -6.718 -3.386 -3.247
H -4.967 -3.629 -2.998
C 4.322 2.699 -0.404
C 3.614 1.846 0.619
O 2.403 1.705 0.621
N 4.377 1.223 1.561
C 5.817 1.269 1.721
H 3.588 3.125 -1.082
H 4.855 3.513 0.085
H 5.019 2.093 -0.985
H 3.840 0.671 2.211
H 6.213 0.254 1.646
H 6.051 1.665 2.711
H 6.286 1.892 0.966
C 5.725 7.534 -1.091
C 5.144 6.253 -1.638
O 5.714 5.179 -1.519
N 3.948 6.323 -2.279
C 3.124 7.494 -2.517
H 6.675 7.315 -0.611
H 5.899 8.246 -1.898
H 5.053 7.968 -0.349
H 3.620 5.432 -2.617
H 2.148 7.339 -2.055
H 2.987 7.616 -3.593
H 3.574 8.393 -2.110
*
```

Record 2
DFT (ωB97M-V/def2-TZVPD) results for a 2-piece molecular cluster, C3H8NOS overall in a non-equilibrium geometry.

Highest occupied orbital energy (eV): -13.0
Energy relative to the best compared isomer or geometry (same formula, charge and spin) (kcal per mole): 50.2
Energy (eV): -17604.255

The geometry in ORCA input format:
```
! wB97M-V def2-TZVPD RIJCOSX def2/J DEFGRID3
* xyz 1 1
C 2.858 1.202 0.899
C 2.238 0.844 -0.069
C 0.870 -1.528 -0.099
N -1.559 0.926 -0.514
O -0.374 -1.321 0.571
S 1.415 -0.130 -1.163
H -2.527 1.208 -0.582
H 3.546 1.646 1.555
H 1.656 -1.856 0.631
H 0.582 -2.425 -0.857
H -1.382 -0.037 0.040
H -1.012 0.957 -1.389
H -0.975 1.525 0.128
H -0.115 -0.999 1.449
*
```

Record 3
DFT (ωB97M-V/def2-TZVPD) results for C4H7FNiO3 as an isolated structure in a non-equilibrium geometry.

Highest occupied orbital energy (spin up / spin down) (eV): -7.4 / -7.5
Energy relative to the best compared isomer or geometry (same formula, charge and spin) (kcal per mole): 11.1
Energy (eV): -54158.690

The geometry in ORCA input format:
```
! wB97M-V def2-TZVPD RIJCOSX def2/J DEFGRID3
* xyz 0 3
F -0.449 -0.393 -2.359
O -0.650 -0.999 2.301
C -1.853 -0.576 2.340
O -2.051 0.369 1.383
C -1.484 1.738 1.361
C 0.502 0.379 -1.738
O 0.896 -0.242 -0.550
C 1.651 -1.461 -0.693
Ni 0.282 0.266 1.174
H -1.690 2.222 2.330
H -1.994 2.206 0.502
H 0.016 1.331 -1.475
H 1.365 0.449 -2.413
H 1.744 -1.897 0.307
H 1.098 -2.170 -1.319
H 2.618 -1.223 -1.152
*
```

Record 4
DFT (ωB97M-V/def2-TZVPD) results for a single C4H9Cl molecule in a non-equilibrium geometry.

Highest occupied orbital energy (eV): -10.5
Energy relative to the best compared isomer or geometry (same formula, charge and spin) (kcal per mole): 29.0
Energy (eV): -16815.489
Structure (SMILES): CC(C)CCl

The geometry in ORCA input format:
```
! wB97M-V def2-TZVPD RIJCOSX def2/J DEFGRID3
* xyz 0 1
C -0.660 -1.374 0.367
C -0.209 0.095 -0.302
C -0.429 1.275 0.637
C 1.191 0.062 -0.986
Cl 2.495 0.025 0.224
H -0.270 -1.505 1.269
H -1.811 -1.241 0.628
H -0.606 -2.287 -0.212
H -0.905 0.155 -1.032
H -0.403 2.235 0.195
H 0.281 1.272 1.486
H -1.475 1.353 0.936
H 1.272 -0.854 -1.501
H 1.529 0.790 -1.709
*
```

Record 5
DFT (ωB97M-V/def2-TZVPD) results for C12H32CdIO4 as an isolated structure in a non-equilibrium geometry.

Highest occupied orbital energy (eV): -11.2
Energy relative to the best compared isomer or geometry (same formula, charge and spin) (kcal per mole): 0.0
Energy (eV): -33813.884

The geometry in ORCA input format:
```
! wB97M-V def2-TZVPD RIJCOSX def2/J DEFGRID3
* xyz 1 1
Cd 0.548 0.346 0.071
I 1.101 -0.486 -2.478
C -0.589 -3.845 0.854
C -1.038 -2.684 -0.011
C -2.463 -2.882 -0.461
O -0.897 -1.448 0.729
H -1.250 -3.980 1.718
H 0.425 -3.677 1.227
H -0.577 -4.807 0.343
H -0.409 -2.629 -0.898
H -2.841 -2.020 -1.013
H -3.122 -3.049 0.395
H -2.523 -3.727 -1.145
H -1.478 -1.466 1.496
C -2.667 0.876 -1.971
C -2.742 1.543 -0.620
C -3.727 0.897 0.311
O -1.392 1.486 -0.035
H -3.666 0.739 -2.385
H -2.251 -0.131 -1.857
H -2.022 1.393 -2.676
H -2.972 2.602 -0.769
H -3.671 1.333 1.312
H -3.486 -0.162 0.425
H -4.739 1.016 -0.070
H -1.377 2.222 0.587
C 4.296 -1.940 0.355
C 2.874 -1.939 0.828
C 2.718 -2.565 2.204
O 2.408 -0.535 0.893
H 4.701 -2.954 0.312
H 4.951 -1.381 1.031
H 4.399 -1.555 -0.661
H 2.212 -2.434 0.120
H 1.760 -2.322 2.660
H 3.520 -2.231 2.870
H 2.806 -3.651 2.147
H 3.109 -0.047 1.336
C 0.248 3.673 -1.810
C 1.215 3.710 -0.684
C 0.757 4.566 0.477
O 1.444 2.310 -0.216
H -0.783 3.547 -1.477
H 0.511 2.926 -2.557
H 0.238 4.640 -2.323
H 2.193 4.053 -1.019
H 0.746 5.609 0.167
H 1.417 4.447 1.337
H -0.252 4.281 0.785
H 2.338 2.333 0.143
*
```

Record 6
DFT (ωB97M-V/def2-TZVPD) results for C4H6O2 as an isolated structure.

Highest occupied orbital energy (eV): -8.9
Energy relative to the best compared isomer or geometry (same formula, charge and spin) (kcal per mole): 72.5
Energy (eV): -8337.317

The geometry in ORCA input format:
```
! wB97M-V def2-TZVPD RIJCOSX def2/J DEFGRID3
* xyz 0 1
C 1.394 0.295 -0.645
C 0.633 1.007 0.267
O 0.335 2.084 0.656
C -0.565 -0.379 1.005
C -1.404 -0.521 -0.091
O -0.998 -0.788 -1.292
H 0.013 -0.500 -1.312
H 1.779 -0.675 -0.350
H 2.039 0.905 -1.273
H 0.275 -1.058 1.121
H -1.030 -0.065 1.935
H -2.471 -0.304 -0.021
*
```

Record 7
DFT (ωB97M-V/def2-TZVPD) results for a single C3H6N2O molecule in a non-equilibrium geometry.

Highest occupied orbital energy (eV): -9.3
Energy relative to the best compared isomer or geometry (same formula, charge and spin) (kcal per mole): 62.5
Energy (eV): -8233.989
Structure (SMILES): [H]/N=C(/N)[C@@H]1CO1

The geometry in ORCA input format:
```
! wB97M-V def2-TZVPD RIJCOSX def2/J DEFGRID3
* xyz 0 1
H -1.610 -1.810 -0.131
N -1.812 -0.806 0.000
C -0.803 -0.063 -0.138
N -0.977 1.335 -0.019
C 0.581 -0.557 -0.450
C 1.562 -0.112 0.631
O 1.484 0.365 -0.700
H -0.328 1.884 -0.461
H -2.053 1.458 0.011
H 0.567 -1.537 -0.873
H 2.365 -0.744 0.827
H 1.023 0.587 1.304
*
```

Record 8
DFT (ωB97M-V/def2-TZVPD) results for C32H88MgN10O14 as an isolated structure in a non-equilibrium geometry.

Highest occupied orbital energy (eV): -8.5
Energy (eV): -83613.945

The geometry in ORCA input format:
```
! wB97M-V def2-TZVPD RIJCOSX def2/J DEFGRID3
* xyz 0 1
Mg 1.156 -0.124 0.119
N 0.216 -2.343 0.919
O -0.326 -3.340 1.405
O 1.222 -1.804 1.364
O -0.266 -1.622 0.065
N 4.165 1.195 0.693
O 4.616 0.818 1.767
O 2.997 0.785 0.414
O 4.830 1.804 -0.126
C 0.274 0.479 -3.883
C 0.622 -0.097 -2.498
C 1.924 -0.909 -2.432
O 2.257 -1.231 -1.123
C 3.512 -1.875 -0.973
N 0.622 0.912 -1.501
H 0.385 -0.288 -4.650
H 0.989 1.276 -4.086
H -0.719 0.929 -3.898
H -0.247 -0.734 -2.336
H 2.709 -0.330 -2.919
H 1.838 -1.837 -2.997
H 3.707 -2.004 0.092
H 4.275 -1.226 -1.402
H 3.493 -2.827 -1.504
H -0.235 1.419 -1.670
H 1.212 1.678 -1.793
C 0.116 -5.920 -3.896
C 0.009 -4.462 -3.408
C -1.436 -4.044 -3.093
O -1.469 -2.608 -2.966
C -2.787 -2.193 -2.800
N 0.847 -4.340 -2.252
H -0.496 -6.132 -4.773
H -0.231 -6.581 -3.102
H 1.140 -6.187 -4.154
H 0.489 -3.781 -4.110
H -1.831 -4.531 -2.202
H -2.025 -4.340 -3.961
H -3.152 -2.216 -1.773
H -3.565 -2.733 -3.339
H -2.897 -1.169 -3.157
H 0.322 -4.788 -1.516
H 0.615 -3.402 -1.957
C 3.236 5.055 -1.259
C 2.084 4.004 -1.565
C 1.129 4.598 -2.570
O 0.209 5.523 -2.054
C -0.620 5.990 -3.090
N 2.776 2.790 -2.071
H 3.856 4.734 -0.423
H 2.822 6.040 -1.045
H 3.898 5.205 -2.112
H 1.510 3.694 -0.691
H 0.622 3.750 -3.030
H 1.678 5.076 -3.382
H -1.239 5.196 -3.508
H -0.053 6.445 -3.902
H -1.373 6.598 -2.589
H 3.388 3.113 -2.806
H 3.419 2.468 -1.362
C -5.446 -2.955 0.699
C -4.809 -2.240 1.835
C -4.201 -3.194 2.844
O -3.663 -2.479 3.952
C -4.309 -2.592 5.217
N -3.770 -1.405 1.236
H -4.717 -3.645 0.274
H -5.921 -2.391 -0.104
H -6.114 -3.691 1.146
H -5.564 -1.638 2.340
H -3.375 -3.789 2.454
H -4.921 -3.942 3.174
H -5.301 -2.141 5.214
H -3.624 -2.111 5.916
H -4.462 -3.627 5.526
H -3.203 -1.155 2.033
H -3.141 -1.982 0.696
C -1.369 -0.026 2.995
C -1.039 1.051 1.893
C -1.511 2.517 2.244
O -1.315 3.377 1.137
C -1.746 4.722 1.539
N 0.416 0.990 1.556
H -2.451 0.037 3.113
H -0.896 0.180 3.956
H -1.070 -0.981 2.564
H -1.546 0.766 0.971
H -0.978 2.795 3.154
H -2.518 2.394 2.643
H -2.714 4.676 2.039
H -1.962 5.383 0.700
H -1.038 5.255 2.173
H 0.932 0.917 2.421
H 0.583 1.983 1.634
C -3.166 1.047 -1.519
C -2.746 2.454 -1.982
C -3.714 3.526 -1.612
O -3.296 4.808 -2.192
C -4.039 5.915 -1.773
N -1.482 2.834 -1.427
H -3.894 0.718 -2.261
H -3.745 1.022 -0.596
H -2.342 0.338 -1.435
H -2.726 2.513 -3.070
H -3.895 3.602 -0.540
H -4.665 3.191 -2.025
H -3.777 6.777 -2.387
H -3.761 6.196 -0.757
H -5.103 5.684 -1.809
H -1.615 3.020 -0.444
H -1.332 3.753 -1.818
C 2.502 1.785 5.862
C 1.909 1.874 4.457
C 2.481 3.094 3.702
O 1.762 3.264 2.512
C 1.994 4.538 1.883
N 2.018 0.577 3.706
H 2.106 0.980 6.482
H 2.282 2.687 6.435
H 3.589 1.712 5.852
H 0.844 2.015 4.637
H 3.565 3.044 3.595
H 2.241 3.958 4.322
H 3.009 4.538 1.486
H 1.875 5.304 2.649
H 1.302 4.799 1.083
H 2.979 0.641 3.402
H 2.015 -0.182 4.372
C 4.716 -5.625 -1.721
C 3.761 -6.133 -0.632
C 3.418 -5.127 0.507
O 2.656 -5.728 1.594
C 2.608 -4.880 2.710
N 2.524 -6.434 -1.274
H 4.291 -4.738 -2.189
H 4.748 -6.407 -2.480
H 5.734 -5.487 -1.357
H 4.124 -7.052 -0.173
H 2.804 -4.336 0.076
H 4.304 -4.558 0.791
H 2.224 -3.884 2.492
H 3.561 -4.764 3.225
H 1.973 -5.318 3.481
H 1.802 -6.615 -0.591
H 2.119 -5.555 -1.563
*
```